C16H22N8O4 | ωB97M-V with the def2-TZVPD basis set

Geometry as ORCA input:
```
! RIJCOSX wB97M-V def2-TZVPD def2/J DEFGRID3
* xyz 0 1
O -4.722 -3.429 -0.061
N -3.503 -3.181 -0.085
O -2.779 -3.342 -1.102
C -2.821 -2.664 1.079
C -3.493 -2.128 2.201
C -2.770 -1.581 3.253
N -3.467 -0.939 4.361
O -2.840 -0.471 5.323
O -4.718 -0.895 4.269
C -1.328 -1.593 3.200
N -0.326 -1.191 4.006
N 0.830 -1.471 3.354
N 0.611 -2.018 2.178
N -0.744 -2.119 2.051
C -1.435 -2.629 0.981
H -4.579 -2.117 2.224
H -0.857 -3.018 0.148
C 5.637 1.093 -1.271
N 4.204 1.038 -1.367
C 3.631 -0.023 -0.583
C 2.164 -0.173 -0.934
N 1.490 1.110 -0.808
C 0.087 1.020 -1.040
C -0.439 0.467 -2.165
C -1.896 0.420 -2.464
C -2.769 0.647 -1.219
C -2.244 1.790 -0.356
C -0.790 1.572 0.067
C 2.109 2.218 -1.530
C 3.584 2.324 -1.195
H 6.010 1.838 -1.981
H 5.985 1.368 -0.260
H 6.045 0.110 -1.525
H 4.166 -0.945 -0.847
H 3.738 0.140 0.510
H 2.092 -0.570 -1.965
H 1.689 -0.895 -0.249
H 0.235 0.096 -2.944
H -2.164 1.181 -3.215
H -2.152 -0.545 -2.923
H -3.809 0.840 -1.513
H -2.774 -0.280 -0.629
H -2.314 2.725 -0.924
H -2.869 1.911 0.536
H -0.765 0.841 0.897
H -0.342 2.496 0.463
H 2.021 2.081 -2.626
H 1.595 3.150 -1.254
H 3.713 2.730 -0.170
H 4.071 3.011 -1.899
*
```

LUMO level: -2.369 eV
gap between HOMO and LUMO: 6.04 eV
E_HOMO: -0.309 Ha
energy: -1361.60408 Ha

C16H22NO3RhS5Sb | ωB97M-V with the def2-TZVPD basis set

Geometry as ORCA input:
```
! RIJCOSX wB97M-V def2-TZVPD def2/J DEFGRID3
* xyz -1 1
Rh 0.027 -0.251 0.570
O -3.435 -1.225 -5.219
C -2.852 -1.006 -4.186
S -3.421 -1.535 -2.596
C -2.097 -0.867 -1.660
C -1.132 -0.230 -2.338
S 0.319 0.444 -1.623
S -1.311 -0.144 -4.081
S -2.104 -1.098 0.077
S 1.967 1.026 1.189
C 0.727 2.215 1.434
C 0.849 3.535 1.880
C -0.294 4.299 1.986
C -1.538 3.760 1.656
C -1.584 2.449 1.225
N -0.482 1.717 1.124
H 1.825 3.928 2.127
H -0.225 5.326 2.325
H -2.444 4.344 1.728
H -2.505 1.948 0.949
C 3.832 -2.360 0.979
C 2.967 -2.868 -0.166
Sb 0.857 -2.549 -0.005
C 0.343 -3.160 -2.003
C 1.178 -4.289 -2.599
C 0.030 -4.157 1.137
C -0.658 -5.261 0.346
H 4.891 -2.482 0.734
H 3.622 -2.894 1.904
H 3.647 -1.306 1.184
H 3.119 -3.938 -0.332
H 3.223 -2.362 -1.101
H 0.444 -2.256 -2.601
H -0.719 -3.414 -1.992
H 2.241 -4.046 -2.604
H 0.886 -4.477 -3.636
H 1.058 -5.227 -2.053
H -0.676 -3.660 1.803
H 0.839 -4.536 1.761
H -1.399 -4.862 -0.348
H -1.181 -5.949 1.016
H 0.054 -5.852 -0.233
C 0.258 -1.566 4.704
C 0.513 -1.481 3.209
O 1.412 -2.171 2.711
O -0.290 -0.717 2.576
H 1.192 -1.761 5.227
H -0.420 -2.401 4.891
H -0.209 -0.655 5.071
*
```

LUMO level: 2.764 eV
gap between HOMO and LUMO: 6.67 eV
E_HOMO: -0.143 Ha
energy above the lowest of the compared OMol25 structures with the same formula, charge and spin: 0.0 kcal per mole
energy: -3245.30016 Ha

C16H23B2BrCoF4N6O5 | ωB97M-V with the def2-TZVPD basis set

Geometry as ORCA input:
```
! RIJCOSX wB97M-V def2-TZVPD def2/J DEFGRID3
* xyz 2 2
Co 0.155 0.011 -0.466
C -0.301 1.013 -4.535
C -0.143 0.273 -3.273
N 0.126 0.860 -2.139
O 0.191 2.173 -2.027
B -1.188 2.809 -1.626
F -1.071 4.124 -1.700
F -2.104 2.216 -2.429
O -1.404 2.397 -0.203
N -1.322 1.096 0.087
C -2.107 0.603 1.003
C -3.181 1.368 1.675
C -1.811 -0.788 1.281
N -0.692 -1.164 0.720
O -0.312 -2.434 0.681
B -1.062 -3.268 -0.417
F -0.866 -4.553 -0.161
F -2.343 -2.828 -0.462
O -0.379 -2.902 -1.710
N -0.323 -1.603 -1.974
C -0.305 -1.171 -3.191
C -0.495 -2.035 -4.375
C -2.668 -1.667 2.093
H 0.063 2.035 -4.438
H -1.365 1.069 -4.784
H 0.189 0.502 -5.361
H -3.349 2.310 1.159
H -2.888 1.585 2.703
H -4.106 0.794 1.706
H -0.727 -3.052 -4.065
H 0.403 -2.052 -4.992
H -1.310 -1.650 -4.988
H -3.514 -2.003 1.485
H -3.080 -1.145 2.951
H -2.130 -2.561 2.400
C 0.689 0.941 5.049
C 0.952 1.572 3.733
C 1.158 2.943 3.564
C 1.451 3.437 2.306
C 1.512 2.543 1.236
Br 2.222 3.139 -0.414
N 1.203 1.250 1.357
C 0.965 0.782 2.575
H 0.703 1.672 5.851
H 1.440 0.174 5.246
H -0.279 0.440 5.056
H 1.108 3.616 4.409
H 1.664 4.483 2.147
H 0.786 -0.280 2.657
C 4.235 -1.312 -0.552
C 2.779 -1.638 -0.628
N 2.446 -2.909 -0.699
O 1.946 -0.701 -0.602
H 4.849 -2.119 -0.934
H 4.490 -1.148 0.494
H 4.460 -0.392 -1.084
H 3.154 -3.629 -0.689
H 1.484 -3.223 -0.704
*
```

LUMO level (alpha / beta): -9.974 / -10.598 eV
gap between HOMO and LUMO (alpha / beta): 4.88 / 4.24 eV
E_HOMO (alpha / beta): -0.546 / -0.545 Ha
energy: -5733.75328 Ha

C16H23ClN2O3 | ωB97M-V with the def2-TZVPD basis set

Geometry as ORCA input:
```
! RIJCOSX wB97M-V def2-TZVPD def2/J DEFGRID3
* xyz 0 1
N -6.348 -0.982 0.728
C -5.281 -1.396 0.000
O -5.366 -2.297 -0.802
C -4.006 -0.611 0.277
C -2.771 -1.412 -0.127
C -1.512 -0.570 0.054
N -1.612 0.630 -0.750
C -0.375 1.342 -0.939
C 0.216 2.054 0.298
O -0.410 3.311 0.428
C 1.735 2.210 0.139
O 2.312 0.931 0.196
C 3.703 0.940 -0.004
C 4.249 -0.461 0.033
C 3.417 -1.557 0.210
C 3.933 -2.841 0.238
C 5.293 -3.046 0.089
C 6.141 -1.966 -0.089
C 5.613 -0.687 -0.116
Cl 6.682 0.657 -0.340
C -2.723 1.454 -0.323
C -4.029 0.692 -0.532
H -6.295 -0.210 1.367
H -7.243 -1.412 0.565
H -3.958 -0.371 1.345
H -2.872 -1.701 -1.173
H -2.701 -2.322 0.471
H -1.384 -0.345 1.130
H -0.638 -1.135 -0.277
H -0.538 2.107 -1.703
H 0.368 0.628 -1.300
H 0.040 1.439 1.193
H -0.048 3.772 1.193
H 2.135 2.848 0.946
H 1.959 2.699 -0.822
H 3.945 1.401 -0.976
H 4.197 1.546 0.775
H 2.360 -1.381 0.326
H 3.270 -3.682 0.376
H 5.701 -4.046 0.110
H 7.203 -2.110 -0.206
H -2.636 1.747 0.739
H -2.722 2.368 -0.920
H -4.131 0.446 -1.590
H -4.873 1.318 -0.237
*
```

LUMO level: 0.628 eV
gap between HOMO and LUMO: 9.02 eV
E_HOMO: -0.308 Ha
energy above the lowest of the compared OMol25 structures with the same formula, charge and spin: 18.0 kcal per mole
energy: -1418.92228 Ha